Below is a 8-piece molecular cluster, C27H40Cl3F15N2O12 overall in a non-equilibrium geometry, with properties calculated with ωB97M-V/def2-TZVPD.

Results
max |F|: 3.8 eV/A
E_tot: -4943.7416 Eh
LUMO energy: -0.14 eV
charge: 0
SMILES: CCOC(=O)C(F)(F)F.CCOC(=O)C(F)(F)F.CCOC(=O)C(F)(F)F.CCOC(=O)C(F)(F)F.CCOC(=O)C(F)(F)F.ClC(Cl)Cl.CN(C)C=O.CN(C)C=O
Kohn-Sham gap: 9.1 eV

```
99
Properties=species:S:1:pos:R:3:forces:R:3:lowdin_charge:R:1
C 1.1278 4.6319 3.2244 0.32 -0.71 -0.67 -0.054
C 0.6963 4.2060 1.7968 0.40 0.52 1.98 -0.191
O 0.1249 5.3577 1.1196 -1.72 0.23 0.15 0.003
C -1.1799 5.7380 1.3692 0.04 -3.55 1.31 -0.321
O -2.0089 5.1188 2.0405 2.34 1.77 -1.62 0.140
C -1.5261 7.0118 0.6168 -1.07 0.10 -0.91 -0.557
F -1.5962 8.0119 1.4870 -0.08 0.28 0.06 0.184
F -0.6689 7.3148 -0.3420 0.53 0.15 0.00 0.182
F -2.7300 6.8769 -0.0085 0.60 0.00 0.80 0.144
H 0.2585 4.9775 3.7838 0.28 0.30 0.03 0.083
H 1.9963 5.2905 3.2120 -0.46 0.58 -0.06 0.081
H 1.5351 3.7576 3.7322 -0.28 -0.31 0.05 0.039
H 0.0459 3.3466 1.9594 -0.54 0.40 -0.79 0.091
H 1.5865 3.8842 1.2562 -0.36 0.28 -0.43 0.093
C -2.0877 -7.0491 5.1118 1.63 -0.49 -1.61 -0.045
C -1.2814 -5.7832 4.6603 -1.44 0.64 3.34 -0.213
O -1.8671 -5.1456 3.5499 1.18 0.86 -3.46 0.005
C -1.0553 -4.5751 2.5793 1.53 -1.78 0.92 -0.283
O 0.1659 -4.4560 2.6085 -3.03 -0.02 0.09 0.132
C -1.9110 -4.2151 1.3132 0.63 0.54 -0.36 -0.545
F -3.0585 -4.8300 1.2595 -0.61 -1.00 0.03 0.204
F -2.1973 -2.9160 1.3791 0.22 0.95 0.04 0.156
F -1.2622 -4.4162 0.1301 -0.15 -0.12 1.34 0.146
H -3.1771 -7.0422 5.0762 0.18 0.69 0.03 0.079
H -1.7382 -7.4293 6.0718 -0.03 0.50 0.15 0.077
H -1.7577 -7.8167 4.4118 -0.33 -0.41 -0.10 0.067
H -0.1944 -5.8604 4.6855 -0.14 -0.44 -0.77 0.126
H -1.5029 -5.0530 5.4387 0.38 0.12 0.42 0.120
C 0.4902 0.5036 2.1496 -0.30 -0.24 -1.77 -0.023
C -0.3051 -0.0037 0.8904 0.47 -1.42 1.24 -0.192
O -0.5336 1.1099 0.0837 -0.79 2.40 -1.49 0.006
C -1.6646 1.2837 -0.6119 -1.43 -2.41 -0.49 -0.313
O -2.5702 0.4567 -0.7728 2.35 1.98 0.65 0.128
C -1.8032 2.6924 -1.3071 2.63 -2.22 1.10 -0.550
F -2.1633 2.4570 -2.5693 -0.34 1.02 0.40 0.177
F -2.6271 3.3596 -0.5607 -1.62 1.10 -0.29 0.218
F -0.6268 3.3772 -1.2754 -0.54 -0.31 -0.61 0.137
H 1.4310 0.9166 1.7859 -0.02 0.19 -0.19 0.027
H 0.8264 -0.2901 2.8168 -0.70 0.03 0.21 0.061
H -0.0742 1.3349 2.5721 0.01 -0.43 0.58 0.071
H -1.2561 -0.5133 1.0456 -0.06 0.18 0.65 0.115
H 0.2612 -0.7220 0.2976 0.33 0.12 0.27 0.094
C 0.2134 -2.1438 -1.8361 0.34 -1.07 1.05 -0.048
C -1.2354 -2.3213 -2.2434 0.39 0.76 -1.81 -0.160
O -1.5105 -3.5818 -2.9304 -0.32 -0.63 0.73 0.023
C -1.2398 -3.7326 -4.2083 1.77 2.78 -1.81 -0.330
O -0.5947 -2.9063 -4.8899 -1.97 -2.63 1.62 0.099
C -1.8324 -5.0916 -4.8070 1.73 2.56 2.25 -0.654
F -2.4577 -5.7189 -3.8498 -1.27 -0.95 0.76 0.194
F -2.6051 -4.8448 -5.8060 -1.29 0.18 -1.49 0.226
F -0.8241 -5.8242 -5.1737 1.36 -1.16 -0.94 0.204
H 0.3615 -2.6768 -0.8969 0.20 -0.05 0.14 0.070
H 0.5005 -1.1109 -1.6392 -0.33 0.11 -0.34 0.061
H 0.9480 -2.5780 -2.5143 -0.33 0.12 -0.37 0.083
H -1.4204 -1.5609 -3.0021 -0.45 0.15 0.14 0.120
H -1.9586 -2.2457 -1.4315 0.21 -0.17 -0.14 0.115
C 2.4045 1.9774 -3.0951 -0.78 1.45 -0.14 -0.060
C 3.1920 0.7702 -2.7527 0.97 -0.93 0.94 -0.205
O 3.3310 -0.1485 -3.8549 -0.59 -1.09 -1.39 0.021
C 3.7526 -1.4096 -3.6540 1.81 0.72 2.75 -0.326
O 4.2002 -1.8066 -2.5771 -1.37 0.36 -2.36 0.125
C 3.8888 -2.2701 -4.9559 -0.21 -0.76 -0.26 -0.571
F 2.9718 -3.2424 -5.0390 -0.90 0.59 0.34 0.161
F 3.8600 -1.5309 -6.0428 -0.65 0.82 -0.51 0.186
F 5.0257 -2.9379 -5.0248 1.28 0.11 0.92 0.175
H 2.6314 2.3914 -4.0775 -0.27 -0.46 -0.25 0.092
H 2.6337 2.8353 -2.4630 0.68 -0.23 0.47 0.081
H 1.3352 1.9289 -2.8891 -0.14 -0.60 -0.68 0.067
H 2.7644 0.2004 -1.9277 0.02 0.14 0.14 0.117
H 4.2043 1.0603 -2.4714 0.07 -0.12 0.10 0.132
Cl 3.8010 1.9258 4.6169 0.55 -0.34 -0.41 0.523
C 4.5574 1.2704 3.1299 -0.71 -0.07 -0.11 -1.452
Cl 4.0048 2.2593 1.7503 0.34 -0.20 0.19 0.527
Cl 4.0800 -0.4295 2.8830 0.17 0.41 0.06 0.543
H 5.6462 1.2969 3.1734 -0.32 0.20 0.19 0.024
C 4.1006 -1.8735 6.2667 -0.16 1.09 -0.79 -0.085
N 2.8822 -2.6272 6.4125 0.75 0.11 3.30 -0.213
C 2.1443 -2.8169 5.2318 -0.92 -1.02 -0.61 -0.076
C 2.4346 -3.0139 7.6713 -1.86 -0.92 -1.91 -0.272
O 1.4386 -3.7432 7.8120 1.86 1.41 0.26 -0.018
H 3.8418 -0.9006 5.8488 -0.04 0.19 -0.35 0.037
H 4.7301 -2.3577 5.5202 0.34 -0.08 0.22 0.084
H 4.6588 -1.5721 7.1531 -0.22 -0.89 0.35 0.091
H 2.7513 -3.3683 4.5138 -0.02 0.24 -0.39 0.098
H 1.2800 -3.4478 5.4397 0.03 0.07 0.11 0.079
H 1.7752 -1.8722 4.8324 0.18 0.12 -0.23 0.083
H 3.0150 -2.5484 8.4828 0.01 -0.38 0.04 0.132
C -3.6550 4.2136 -5.1649 0.08 1.18 1.44 -0.060
N -4.6910 4.7566 -6.0528 1.10 -1.65 1.40 -0.191
C -4.2823 5.7751 -6.9347 0.63 1.50 -1.10 -0.071
C -5.8998 4.1989 -6.1206 -1.05 -0.52 -1.63 -0.343
O -6.7361 4.5516 -6.9390 -0.16 -0.03 0.57 0.000
H -2.7024 3.8655 -5.5643 -0.45 -0.34 -0.90 0.088
H -3.9953 3.5325 -4.3849 -0.58 -0.53 -0.73 0.076
H -3.3173 5.0039 -4.4945 0.06 0.65 -0.11 0.080
H -4.9813 6.1132 -7.6997 -0.59 -0.68 0.40 0.092
H -4.0603 6.6868 -6.3800 0.45 0.03 0.10 0.094
H -3.4187 5.4421 -7.5103 0.35 0.12 0.19 0.094
H -6.0644 3.3003 -5.5061 0.18 0.27 0.39 0.137
```
Forces are in eV/Å.


Below is C27H40F3N3OPS3V as an isolated structure, with properties calculated with ωB97M-V/def2-TZVPD.

Results
max |F|: 0.5 eV/A
E_tot: -4071.4308 Eh
LUMO energy (alpha / beta): -7.22 / -6.47 eV
expectation value of S²: 2.02
charge: +2
2S+1: 3
Kohn-Sham gap (alpha / beta): 6.6 / 7.5 eV

```
79
Properties=species:S:1:pos:R:3:forces:R:3:lowdin_charge:R:1
V 0.5522 1.0905 0.9664 0.13 -0.09 -0.08 0.592
C -1.1761 2.1028 3.8470 -0.06 -0.10 0.00 -0.512
C 0.1765 1.6714 4.4137 0.00 0.04 0.02 -0.445
S 1.4233 1.0517 3.2325 -0.04 0.00 0.00 0.930
C 2.6064 2.4188 3.0279 0.01 0.01 0.01 -0.456
C 2.0273 3.6944 2.4462 -0.02 0.04 0.04 -0.440
S 1.2382 3.4300 0.8148 0.02 -0.04 -0.01 0.932
C -0.2474 4.4771 0.8841 0.00 0.03 0.01 -0.461
C -1.4573 3.9126 1.6129 -0.07 -0.04 -0.09 -0.517
S -1.3425 3.8582 3.4223 0.02 0.04 0.03 0.936
H -1.9179 1.9259 4.6272 0.00 0.04 0.00 0.083
H -1.4884 1.4826 3.0019 0.02 0.01 0.00 0.056
H 0.0381 0.8383 5.1031 0.00 -0.01 -0.02 0.088
H 0.6467 2.4770 4.9786 0.00 -0.01 0.00 0.093
H 3.3925 1.9947 2.4025 0.00 0.00 -0.02 0.085
H 3.0354 2.6242 4.0094 0.01 -0.02 -0.01 0.106
H 2.8219 4.4253 2.2992 0.01 -0.01 0.00 0.102
H 1.2688 4.1172 3.1025 0.01 0.00 -0.02 0.045
H -0.4887 4.6634 -0.1639 -0.01 -0.02 0.00 0.091
H 0.0735 5.4288 1.3096 -0.01 -0.01 0.00 0.099
H -1.7346 2.9261 1.2302 0.02 0.01 0.02 0.053
H -2.3008 4.5694 1.3907 0.01 0.01 0.02 0.087
F 8.3580 -3.5090 -1.7857 -0.01 0.06 -0.04 0.155
C 7.9297 -2.4254 -2.4413 0.03 0.00 0.00 -0.589
F 7.6789 -2.7824 -3.7115 0.03 0.02 0.08 0.159
F 8.9291 -1.5301 -2.4629 -0.07 -0.07 -0.01 0.160
C 6.6930 -1.8305 -1.8069 0.02 0.01 -0.05 -0.087
C 6.1037 -2.4268 -0.7036 -0.01 0.00 0.02 0.019
C 4.9602 -1.8701 -0.1573 0.01 0.00 -0.02 0.002
C 4.4089 -0.7191 -0.7253 0.01 0.05 -0.05 -0.244
C 5.0176 -0.1190 -1.8364 0.03 -0.04 0.02 0.001
C 6.1596 -0.6761 -2.3727 0.00 -0.03 0.02 0.015
C 3.2147 -0.1597 -0.1922 -0.05 -0.03 0.02 -0.054
C 2.1767 0.3152 0.2524 -0.15 0.03 0.01 -0.144
H 6.5359 -3.3194 -0.2748 0.00 0.00 0.00 0.130
H 4.4880 -2.3236 0.7032 0.00 0.00 0.01 0.123
H 4.5897 0.7759 -2.2669 -0.01 0.00 0.00 0.123
H 6.6391 -0.2250 -3.2310 0.00 0.00 0.00 0.136
O -1.1352 0.4524 0.5496 -0.05 -0.02 -0.10 -0.410
P -2.0219 -0.4097 -0.4314 0.28 0.23 0.28 0.605
N -1.8169 0.2238 -1.9069 -0.04 -0.08 -0.11 -0.174
C -2.7303 -0.0316 -3.0541 -0.01 0.06 0.08 -0.171
C -1.7822 -0.4216 -4.1772 -0.02 -0.02 -0.03 -0.153
C -0.5758 0.4772 -3.9198 0.03 0.01 -0.01 -0.147
C -0.4359 0.4594 -2.3966 -0.02 0.00 0.06 -0.179
N -1.4612 -1.9147 -0.2208 -0.12 -0.02 0.00 -0.180
C -1.9794 -3.0413 -1.0369 -0.01 0.07 -0.03 -0.169
C -1.7627 -4.2542 -0.1399 -0.01 -0.03 -0.02 -0.151
C -0.4931 -3.8888 0.6235 0.03 -0.01 0.02 -0.150
C -0.6783 -2.4063 0.9357 0.01 0.05 -0.03 -0.170
N -3.5973 -0.3255 -0.1019 0.05 -0.10 0.07 -0.179
C -4.2023 -1.1597 0.9702 0.03 0.02 -0.03 -0.161
C -5.6340 -0.6438 1.0376 -0.02 -0.02 0.00 -0.151
C -5.4798 0.8422 0.7261 -0.03 0.03 -0.01 -0.154
C -4.4520 0.8520 -0.3997 0.07 0.00 -0.05 -0.167
H -3.2662 0.8889 -3.2938 -0.01 -0.01 -0.02 0.123
H -3.4618 -0.7985 -2.8035 0.01 -0.02 -0.02 0.113
H -2.2241 -0.2733 -5.1602 0.00 0.01 0.00 0.125
H -1.5044 -1.4741 -4.0869 0.01 0.00 0.01 0.114
H -0.7834 1.4909 -4.2655 -0.01 0.00 0.00 0.122
H 0.3327 0.1362 -4.4113 -0.01 -0.01 0.00 0.122
H -0.0472 1.4077 -2.0100 0.01 0.00 0.00 0.105
H 0.2287 -0.3448 -2.0652 0.00 0.00 -0.02 0.111
H -1.4066 -3.1211 -1.9638 0.00 -0.02 0.00 0.119
H -3.0291 -2.8835 -1.2939 0.00 -0.02 -0.01 0.112
H -1.6711 -5.1751 -0.7113 0.00 0.00 0.00 0.124
H -2.6026 -4.3686 0.5484 0.01 0.01 0.01 0.117
H 0.3815 -4.0233 -0.0155 0.00 0.00 -0.01 0.122
H -0.3448 -4.4794 1.5250 -0.01 0.00 0.00 0.123
H 0.2798 -1.8855 1.0050 -0.01 0.00 0.01 0.092
H -1.2321 -2.2601 1.8676 0.01 -0.02 0.01 0.118
H -3.6848 -0.9943 1.9205 -0.01 -0.02 0.00 0.119
H -4.1366 -2.2168 0.7169 -0.01 0.00 0.01 0.110
H -6.0942 -0.8406 2.0032 0.00 0.01 0.01 0.123
H -6.2396 -1.1292 0.2705 0.00 0.00 0.00 0.125
H -5.0928 1.3762 1.5970 0.01 -0.02 0.01 0.115
H -6.4116 1.3183 0.4292 0.00 0.00 0.00 0.124
H -3.8548 1.7644 -0.4327 -0.02 0.01 -0.01 0.114
H -4.9265 0.7204 -1.3733 -0.02 0.01 0.01 0.116
```
Forces are in eV/Å.


For each record above, in turn, the calculated energy relative to the best compared isomer or geometry (same formula, charge and spin) values are 73.3; 21.3 kcal/mol.